(1)
Here is 10 unconnected molecules or ions with the total composition C29H43Cl27NO2Si in a non-equilibrium geometry from OMol25. Energies are from the ωB97M-V functional and the def2-TZVPD basis.

CARTESIAN COORDINATES (ANGSTROEM)
C -2.5639 2.4507 2.4052
Si -2.7377 0.5746 2.1528
C -4.4014 0.0349 2.9025
C -1.2624 -0.2417 3.0028
C -0.4679 -1.2417 2.1231
C 1.0452 -1.0534 2.2888
C 1.4975 0.3884 1.9274
C 2.4296 0.3922 0.6995
C 2.6642 1.7834 0.0941
C 3.3533 2.8112 0.9997
C 2.4135 3.5066 1.9975
N 1.3273 4.2155 1.3365
C 0.6595 5.0189 2.3275
C 0.9422 6.5449 2.2177
C 2.4020 6.8893 1.9624
C 2.8452 6.6710 0.5189
O 2.1170 6.7098 -0.4472
O 4.1877 6.3903 0.3249
C -2.8059 0.3005 0.2814
C -3.6530 -0.6011 -0.3567
C -3.6999 -0.7350 -1.7338
C -2.8765 0.0620 -2.5149
C -2.0113 0.9474 -1.9105
C -1.9870 1.0580 -0.5430
H -3.4073 2.9785 1.9395
H -1.6597 2.7460 1.8504
H -2.4821 2.7227 3.4621
H -4.9108 0.9365 3.2609
H -5.0365 -0.4469 2.1489
H -4.2624 -0.6831 3.7191
H -0.6463 0.5646 3.4229
H -1.6479 -0.7867 3.8802
H -0.6843 -2.2372 2.5260
H -0.7696 -1.2686 1.0729
H 1.5952 -1.7362 1.6176
H 1.3853 -1.3232 3.3009
H 2.0715 0.7929 2.7684
H 0.6337 1.0440 1.7635
H 1.9433 -0.2323 -0.0727
H 3.3774 -0.0864 0.9890
H 1.7454 2.2126 -0.3238
H 3.3344 1.6298 -0.7734
H 3.7540 3.6030 0.3490
H 4.2232 2.4104 1.5509
H 1.9923 2.8264 2.7738
H 3.0435 4.2548 2.5541
H -0.4419 4.8720 2.2756
H 0.9569 4.7195 3.3644
H 0.6791 6.9850 3.2007
H 0.2871 7.0464 1.4968
H 3.0841 6.4229 2.6861
H 2.5168 7.9771 2.1336
H 4.5999 6.4801 1.1960
H -4.3410 -1.2322 0.2067
H -4.4088 -1.4395 -2.2164
H -2.9480 -0.0269 -3.5975
H -1.3831 1.5588 -2.5546
H -1.3048 1.7969 -0.1190
C -0.0610 -3.5931 -1.3780
Cl 1.6798 -3.4410 -1.6708
Cl -0.3463 -4.2240 0.2492
Cl -0.8651 -2.0425 -1.6282
H -0.4694 -4.3040 -2.0862
C 0.5452 -1.6790 -5.4593
Cl 0.3040 -3.1887 -4.5737
Cl -0.7588 -1.4261 -6.6258
Cl 0.6590 -0.3134 -4.3515
H 1.4789 -1.7526 -6.0019
C 0.8869 -5.3721 5.1367
Cl 0.6835 -6.9376 5.9471
Cl -0.4554 -5.0533 4.0384
Cl 1.0357 -4.0767 6.3231
H 1.8005 -5.4080 4.5561
C 0.4459 10.0921 0.3602
Cl 2.1703 10.3179 0.0656
Cl 0.1431 9.7568 2.0632
Cl -0.4670 11.5138 -0.1722
H 0.1130 9.2373 -0.2175
C -3.8894 -1.3646 -9.5346
Cl -2.1692 -1.5080 -9.9060
Cl -4.8442 -2.4192 -10.5821
Cl -4.1976 -1.7301 -7.8370
H -4.1906 -0.3416 -9.7203
C 5.3546 -3.3287 -0.3333
Cl 4.3379 -3.5047 1.0971
Cl 5.8575 -4.9143 -0.9374
Cl 4.5111 -2.4271 -1.5897
H 6.2417 -2.7748 -0.0538
C 5.3119 -8.6179 -1.2403
Cl 3.9003 -8.2429 -2.2273
Cl 5.2457 -10.2861 -0.6635
Cl 6.8017 -8.3299 -2.1460
H 5.3072 -7.9607 -0.3792
C -7.1949 -1.0884 -4.4330
Cl -7.2668 -2.5762 -5.3857
Cl -8.4263 -1.0997 -3.1689
Cl -5.5870 -0.8703 -3.7267
H -7.3964 -0.2546 -5.0940
C -1.4145 -8.4854 1.9187
Cl -1.0381 -10.0895 1.2732
Cl -0.3175 -8.0710 3.2355
Cl -1.3430 -7.2711 0.6388
H -2.4230 -8.5078 2.3118

Forces on the atoms, in the same order (eV/Å):
C 0.0 -0.6 -0.6
Si -0.3 0.9 0.4
C 0.2 -0.2 -0.3
C -0.5 -0.4 -0.1
C 0.5 -0.5 1.2
C 0.4 0.4 -0.7
C 0.6 -0.6 0.2
C -0.9 0.4 0.0
C 1.0 -0.4 -0.4
C -0.4 0.3 0.2
C -0.5 1.1 -0.4
N 0.4 -0.3 0.5
C 0.2 -0.4 -0.6
C -0.4 -0.3 0.9
C 0.2 0.8 -0.4
C -0.8 -1.2 -0.9
O 0.8 0.7 0.9
O -0.6 0.6 0.6
C -0.1 -0.2 0.2
C -0.6 -0.5 0.2
C -0.1 -0.3 -0.1
C -0.5 -0.5 -0.4
C 0.1 0.2 -1.0
C 0.8 0.8 0.5
H 0.1 -0.1 0.2
H 0.0 0.2 0.4
H 0.1 0.0 -0.2
H 0.0 -0.3 0.1
H 0.0 0.1 0.2
H -0.1 0.2 0.0
H 0.0 -0.2 -0.3
H 0.0 0.2 -0.2
H -0.2 -0.1 -0.3
H 0.1 0.3 0.1
H -0.3 0.0 0.1
H -0.4 0.1 -0.1
H -0.3 0.1 -0.1
H 0.2 0.0 -0.1
H 0.3 0.0 0.1
H -0.1 0.1 -0.2
H 0.0 0.0 0.4
H -0.2 0.0 0.1
H -0.1 -0.1 0.2
H -0.2 -0.3 -0.2
H 0.5 -0.1 0.0
H 0.2 -0.5 0.1
H 0.1 0.3 0.1
H -0.2 0.1 -0.1
H 0.0 0.0 -0.3
H 0.3 -0.3 -0.2
H -0.2 -0.2 -0.3
H 0.1 -0.2 -0.1
H 0.1 -0.2 -0.2
H 0.2 0.1 0.1
H 1.3 0.4 1.3
H 0.3 0.1 0.1
H 0.0 0.0 0.3
H -0.1 -0.2 0.0
C 0.1 0.3 0.0
Cl -0.3 -0.2 0.3
Cl 0.0 0.1 -0.1
Cl 0.2 -0.5 0.2
H 0.0 0.0 0.0
C -0.1 0.1 0.2
Cl 0.0 0.0 -0.5
Cl 0.1 0.0 0.0
Cl 0.1 0.0 -0.1
H 0.0 0.0 0.0
C -0.2 0.1 0.0
Cl 0.1 0.2 0.1
Cl 0.1 0.5 0.1
Cl 0.0 0.0 0.0
H 0.0 0.0 0.0
C 0.1 -0.1 0.1
Cl 0.0 0.0 0.0
Cl -0.1 0.2 0.0
Cl 0.0 0.0 0.0
H 0.1 0.0 0.0
C 0.0 -0.1 0.1
Cl -0.1 0.0 0.0
Cl 0.0 0.0 0.0
Cl 0.0 0.0 0.0
H 0.0 0.0 0.0
C -0.2 0.0 0.0
Cl 0.0 0.0 0.0
Cl 0.1 0.0 0.0
Cl 0.4 0.1 0.0
H 0.0 0.0 0.0
C -0.1 0.0 -0.1
Cl 0.0 0.0 0.0
Cl 0.0 0.0 0.0
Cl 0.0 0.0 0.1
H 0.0 0.0 0.0
C 0.2 0.0 -0.1
Cl 0.0 0.0 0.0
Cl 0.0 0.0 0.0
Cl -1.4 0.2 -1.1
H 0.0 0.0 0.0
C 0.2 0.0 -0.2
Cl -0.1 0.0 0.0
Cl -0.2 -0.6 -0.3
Cl -0.1 -0.2 0.2
H 0.0 0.0 0.0

## Properties
spin multiplicity	1
net charge	-1
E	-382338.016	eV



(2)
Here is 3 unconnected molecules or ions with the total composition C29H43N3O7 from OMol25. Energies are from the ωB97M-V functional and the def2-TZVPD basis.

CARTESIAN COORDINATES (ANGSTROEM)
C 3.5098 0.3490 2.3435
C 3.0187 1.3350 1.3003
C 1.7770 2.1593 1.6641
N 1.1987 2.5299 0.3230
C 0.5157 3.8193 0.2460
C -0.8533 3.8542 0.0616
C -1.4623 5.1081 0.0098
N -0.7934 6.2537 0.1317
C 0.5268 6.1879 0.3008
C 1.2435 4.9949 0.3623
C 2.2714 2.2541 -0.7078
C 1.6259 2.2789 -2.1065
O 2.4241 2.4494 -3.0166
O 0.3767 2.1183 -2.0831
C 2.8204 0.9289 -0.1666
C 1.8637 -0.2542 -0.4714
C 1.1365 -0.9419 0.6975
C -0.1848 -0.2753 1.1149
N -1.2283 -1.2186 1.5639
C -2.3203 -1.3549 0.6123
C -3.2038 -0.1359 0.4623
C -3.2264 0.9147 1.3831
C -4.0478 2.0311 1.2083
C -4.8743 2.1082 0.0886
C -4.8729 1.0734 -0.8432
C -4.0406 -0.0297 -0.6598
O -4.0480 -1.0818 -1.5487
H 2.7413 -0.2463 2.8114
H 3.9713 0.9212 3.1484
H 4.2852 -0.2849 1.9257
H 3.8013 2.0919 1.2184
H 2.0990 3.0852 2.1282
H 1.0277 1.6725 2.2720
H 0.4789 1.8518 0.0304
H -1.4375 2.9543 -0.0622
H -2.5281 5.1742 -0.1464
H 1.0560 7.1244 0.3920
H 2.3136 4.9988 0.4972
H 3.0427 3.0181 -0.6489
H 3.8009 0.6965 -0.5667
H 2.4411 -1.0118 -0.9959
H 1.1131 0.0552 -1.1858
H 0.8626 -1.9454 0.3786
H 1.7857 -1.0655 1.5593
H -0.5615 0.2793 0.2488
H -0.0263 0.4291 1.9316
H -1.5919 -0.8946 2.4484
H -1.9103 -1.6057 -0.3555
H -2.9371 -2.2070 0.9017
H -2.5786 0.8809 2.2472
H -4.0505 2.8280 1.9364
H -5.5270 2.9542 -0.0604
H -5.5134 1.1056 -1.7120
H -3.8472 -0.7543 -2.4292
C 0.1229 -1.9546 -7.1692
C -1.0877 -1.7168 -6.2914
O -0.8064 -1.9277 -4.9055
C -0.2632 -0.9702 -4.1166
C 0.2365 0.3116 -4.7230
O -0.1736 -1.2290 -2.9463
H 0.9224 -1.2485 -6.9472
H -0.1468 -1.8482 -8.2202
H 0.5077 -2.9614 -7.0083
H -1.5167 -0.7266 -6.4497
H -1.8660 -2.4436 -6.5196
H 1.3086 0.2236 -4.8977
H 0.0826 1.1358 -4.0231
H -0.2528 0.5558 -5.6627
C 0.8744 -6.2133 4.9895
C 0.5856 -4.8078 5.4727
O 1.5747 -3.8682 5.0410
C 1.5408 -3.2649 3.8341
C 0.5399 -3.7258 2.8035
O 2.3681 -2.4164 3.6254
H 0.8458 -6.2801 3.9022
H 0.1379 -6.9079 5.3937
H 1.8650 -6.5250 5.3192
H -0.4115 -4.4715 5.1868
H 0.6370 -4.7659 6.5592
H 1.0359 -4.4435 2.1501
H 0.2231 -2.8800 2.1991
H -0.3477 -4.1917 3.2209

Forces on the atoms, in the same order (eV/Å):
C 0.1 0.6 0.3
C 0.2 0.2 0.0
C 0.5 0.5 -0.2
N -0.4 -0.1 0.1
C 0.3 0.3 0.1
C 0.0 0.4 0.1
C 0.5 -0.2 0.1
N 0.1 -0.1 0.0
C 0.0 -0.4 0.0
C -0.6 0.0 0.0
C 0.3 0.0 0.0
C -0.4 -0.1 0.6
O 0.2 0.0 -0.7
O 0.1 0.0 -0.1
C -0.5 -0.3 0.2
C 0.2 -0.2 0.4
C -0.2 0.0 -0.1
C -0.1 -0.2 0.0
N 0.3 0.3 -0.1
C -0.1 0.0 0.3
C -0.3 0.5 -0.2
C -0.2 0.1 -0.3
C -0.1 -0.3 -0.4
C 0.3 -0.3 0.1
C 0.3 -0.1 0.3
C 0.0 0.2 0.3
O 0.1 0.0 0.1
H 0.0 -0.2 0.0
H 0.1 0.0 0.1
H 0.0 -0.3 0.0
H 0.2 0.0 0.1
H -0.3 0.1 0.3
H 0.1 0.1 0.1
H 0.0 0.0 -0.1
H 0.0 -0.1 0.0
H -0.1 0.1 0.0
H 0.0 0.2 0.0
H 0.1 0.0 0.0
H -0.1 0.2 0.1
H 0.1 0.2 -0.3
H 0.1 -0.1 0.0
H -0.2 0.1 -0.3
H 0.0 -0.1 -0.2
H -0.1 -0.2 -0.1
H -0.2 0.1 -0.1
H -0.1 -0.1 -0.1
H -0.1 -0.2 0.1
H 0.2 -0.1 -0.3
H 0.0 -0.1 0.0
H 0.1 0.0 0.1
H 0.0 0.1 0.1
H 0.0 0.1 0.0
H -0.1 0.0 -0.1
H -0.1 0.0 -0.1
C 0.1 0.0 0.1
C 0.0 0.0 -0.1
O -0.2 0.0 -0.2
C 0.1 0.0 0.1
C -0.3 0.2 -0.1
O 0.0 0.1 0.2
H 0.0 0.0 0.0
H 0.0 0.0 0.0
H 0.0 0.0 0.0
H 0.0 0.0 0.0
H 0.0 0.0 0.0
H 0.0 0.0 0.0
H 0.1 -0.2 0.1
H 0.1 0.0 -0.1
C 0.1 0.0 -0.1
C 0.0 -0.1 0.0
O -0.1 0.0 0.1
C 0.1 -0.3 0.1
C 0.0 0.1 0.1
O -0.1 0.1 -0.2
H 0.0 0.0 0.0
H 0.0 0.0 0.0
H 0.0 0.0 0.0
H 0.0 0.0 0.0
H 0.0 0.0 0.0
H 0.0 -0.1 0.0
H 0.0 0.0 0.1
H 0.0 -0.1 0.0

## Properties
spin multiplicity	1
energy above the lowest of the compared OMol25 structures with the same formula, charge and spin	0.000	eV
net charge	0
SMILES string	C[C@@H]1C[N@@H+](c2ccncc2)[C@H](C(=O)[O-])[C@@H]1CCCNCc1ccccc1O.CCOC(C)=O.CCOC(C)=O



spin multiplicity of number 2 (C29H43N3O7)? 1



Look up the net charge of the second one. 0